1.
C37H35Cl2FN7O2STi as an isolated structure, computed with ωB97M-V/def2-TZVPD.

The geometry in XYZ format:
```
86
Properties=species:S:1:pos:R:3:mulliken_spin:R:1
Ti -1.1029 -0.0574 0.1750 0.965
Cl 1.5312 -4.8964 4.2778 0.000
C 0.9291 -3.3595 3.7423 0.001
C 0.2912 -3.2880 2.5157 0.000
C -0.2005 -2.0751 2.0560 -0.064
N -0.8863 -1.8829 0.8286 -0.025
C -1.6341 -2.8763 0.2778 0.001
O -1.7382 -4.0327 0.6370 -0.002
C -2.4108 -2.3901 -0.9282 0.020
C -3.2755 -3.2447 -1.5778 -0.002
C -3.9346 -2.7949 -2.7077 0.006
C -3.6729 -1.5135 -3.1537 -0.005
C -2.8013 -0.7185 -2.4324 0.023
N -2.1890 -1.1323 -1.3191 -0.035
C -0.0712 -0.9085 2.8254 0.052
C 0.5759 -0.9995 4.0552 0.000
C 1.0716 -2.2131 4.5074 0.000
Cl 1.8594 -2.2501 6.0528 0.000
N -0.5432 0.2903 2.2129 -0.001
C -0.8321 1.3390 3.0171 0.003
O -1.0423 1.3338 4.2347 0.000
C -0.9695 2.6607 2.3062 -0.003
C -0.7138 3.8405 2.9891 -0.001
C -0.8208 5.0337 2.2943 0.000
C -1.2134 5.0029 0.9625 0.002
C -1.4648 3.7732 0.3771 0.011
N -1.3272 2.6190 1.0288 0.017
H 0.1853 -4.1796 1.9195 0.000
H -3.3919 -4.2426 -1.1752 0.000
H -4.6312 -3.4326 -3.2369 0.000
H -4.1382 -1.1169 -4.0459 0.000
H -2.5813 0.2826 -2.7677 -0.002
H 0.7051 -0.1304 4.6758 0.000
H -0.4350 3.7956 4.0335 0.000
H -0.6035 5.9759 2.7827 0.000
H -1.3162 5.9105 0.3816 0.000
H -1.7814 3.7118 -0.6587 -0.001
C 0.3105 -3.5399 -2.3449 0.002
C 0.7821 -2.0922 -2.5203 0.013
C 1.2726 -1.8881 -3.9593 0.000
C 1.8558 -1.6965 -1.5232 -0.022
C 2.9563 -2.5405 -1.4080 0.001
C 4.0192 -2.2215 -0.5875 0.000
C 3.9996 -1.0111 0.0782 0.002
C 2.9315 -0.1131 -0.0147 -0.027
C 3.2301 1.2424 0.6527 0.003
C 3.6771 2.3067 -0.3585 0.000
C 2.1642 1.8315 1.5651 0.000
C 1.8039 -0.5038 -0.7771 0.053
N 0.5981 0.3017 -0.8226 -0.019
C 0.5123 1.2184 -1.8741 -0.004
C 1.5284 1.5261 -2.7890 -0.001
C 1.3513 2.4717 -3.7901 0.000
C 0.1515 3.1545 -3.9399 0.000
C -0.8872 2.8634 -3.0646 0.002
C -0.6671 1.9279 -2.0894 0.007
F -1.7233 1.6208 -1.2459 0.017
H -0.5707 -3.7264 -2.9656 0.000
H 0.0582 -3.7716 -1.3099 0.001
H 1.0822 -4.2460 -2.6602 0.000
H -0.0669 -1.4344 -2.3699 0.012
H 2.1665 -2.4907 -4.1494 0.000
H 1.5169 -0.8435 -4.1598 0.000
H 0.4992 -2.1987 -4.6686 0.000
H 2.9827 -3.4605 -1.9811 0.000
H 4.8643 -2.8935 -0.4873 0.000
H 4.8546 -0.7304 0.6833 0.000
H 4.0981 1.0394 1.2807 0.000
H 2.8225 2.7406 -0.8798 0.000
H 4.3645 1.8976 -1.1044 0.000
H 4.1912 3.1162 0.1683 0.000
H 1.2527 2.0266 1.0086 0.010
H 2.5235 2.7805 1.9782 0.000
H 1.9330 1.1617 2.3956 -0.002
H 2.4703 1.0010 -2.7012 0.000
H 2.1717 2.6761 -4.4690 0.000
H 0.0173 3.8885 -4.7237 0.000
H -1.8542 3.3478 -3.1368 0.000
N -3.1028 -0.6321 3.4562 0.000
C -3.5009 0.3199 2.6114 0.002
N -3.6992 1.5396 3.1052 0.001
S -3.7208 0.0018 0.9441 -0.009
H -2.5934 -0.3565 4.2862 0.000
H -2.8242 -1.5047 3.0373 0.000
H -3.3448 1.7862 4.0172 0.000
H -3.8843 2.2730 2.4438 0.000
```

HOMO level (spin up / spin down)   -7.47 / -7.66 eV
2S+1   2
E_LUMO (spin up / spin down)   -0.3 / -0.3 eV
Energy relative to the best compared isomer or geometry (same formula, charge and spin)   5.5 kcal per mole
Kohn-Sham gap (spin up / spin down)   7.219 / 7.396 eV

2.
C37H35Cl3Ge2N3O2S2Zr as an isolated structure, computed with ωB97M-V/def2-TZVPD.

The geometry in XYZ format:
```
85
Properties=species:S:1:pos:R:3:lowdin_charge:R:1
Zr -1.3123 0.7701 -0.4608 1.098
C 3.2437 1.1970 2.3628 -0.189
C 1.7924 1.3778 1.9562 -0.375
Ge 1.2356 0.5436 0.1688 0.831
C 2.9120 0.8471 -0.9870 -0.380
C 3.9108 -0.2965 -1.0811 -0.203
C 1.5964 -1.3492 0.6590 -0.240
C 0.9572 -2.4465 0.2520 -0.322
Ge -0.7595 -2.3434 -0.8240 0.891
C -1.1344 -3.7704 -2.2502 -0.304
C -1.0923 -5.2496 -1.9116 -0.179
C -2.4303 -2.2131 0.3358 -0.315
C -3.1388 -3.4949 0.7523 -0.169
C 1.4049 -3.7768 0.6701 -0.250
C 0.4861 -4.7939 0.9002 -0.074
C 0.8837 -6.0382 1.3489 -0.087
C 2.2231 -6.2899 1.5951 -0.105
C 3.1538 -5.2911 1.3621 -0.090
C 2.7557 -4.0531 0.8951 -0.034
H 3.4512 1.6553 3.3296 0.060
H 3.9005 1.6507 1.6268 0.053
H 3.4904 0.1412 2.4351 0.048
H 1.5589 2.4477 1.9213 0.043
H 1.1461 0.9355 2.7167 0.040
H 3.4154 1.7294 -0.5889 0.042
H 2.5811 1.1048 -1.9940 0.013
H 4.2646 -0.5844 -0.0943 0.050
H 4.7692 0.0008 -1.6852 0.064
H 3.4603 -1.1663 -1.5514 0.010
H 2.4475 -1.5125 1.3145 0.050
H -0.4521 -3.5803 -3.0750 0.019
H -2.1364 -3.5150 -2.6038 0.066
H -0.1174 -5.5443 -1.5378 0.055
H -1.2974 -5.8319 -2.8080 0.065
H -1.8427 -5.5114 -1.1715 0.050
H -3.1308 -1.6092 -0.2617 0.053
H -2.1768 -1.6479 1.2386 0.050
H -3.3321 -4.1354 -0.1077 0.051
H -4.0973 -3.2553 1.2137 0.066
H -2.5476 -4.0498 1.4788 0.057
H -0.5578 -4.5832 0.7264 0.070
H 0.1448 -6.8109 1.5106 0.101
H 2.5328 -7.2575 1.9644 0.094
H 4.2015 -5.4817 1.5485 0.098
H 3.5013 -3.2985 0.6968 0.106
S -1.9204 3.2296 0.0720 0.695
C -0.3641 3.9645 -0.1521 -0.656
C 0.0211 5.0275 0.6543 -0.059
C 1.2075 5.7153 0.4145 -0.199
C 1.5578 6.7918 1.2475 -0.202
N 1.8168 7.6576 1.9580 0.156
C 2.0272 5.3214 -0.6681 -0.194
C 1.6551 4.2392 -1.4617 -0.055
C 0.4711 3.5485 -1.2238 -0.692
S -0.0441 2.2702 -2.2763 0.628
C 3.1955 6.0440 -0.9771 -0.200
N 4.1486 6.6282 -1.2440 0.156
H -0.6341 5.3333 1.4588 0.112
H 2.2702 3.9428 -2.3001 0.117
Cl -3.1547 1.0265 -2.4366 0.753
C -2.0225 0.3601 -3.5820 -0.610
C -2.0193 0.6974 -4.9152 -0.107
C -0.9923 0.2326 -5.7254 -0.095
C 0.0414 -0.5202 -5.1852 -0.098
C 0.0165 -0.8500 -3.8482 -0.591
Cl 1.3159 -1.6351 -3.0460 0.809
C -1.0440 -0.4784 -3.0029 -0.540
N -1.1571 -0.8089 -1.7102 -0.369
H -2.7982 1.3306 -5.3064 0.106
H -0.9749 0.4953 -6.7694 0.097
H 0.8781 -0.8289 -5.7929 0.105
Cl -4.0253 5.4294 5.2321 0.665
C -3.5961 4.0479 4.2850 -0.666
C -4.5837 3.3390 3.6185 -0.096
C -4.2168 2.3035 2.7829 -0.011
C -2.8746 1.9678 2.6307 -0.192
C -1.9016 2.6342 3.3755 -0.017
C -2.2567 3.6919 4.1860 -0.090
C -2.4546 1.0183 1.5830 -0.715
O -3.1980 0.7403 0.5922 -0.182
O -1.2927 0.5027 1.6095 -0.195
H -5.6230 3.6111 3.7219 0.104
H -4.9659 1.7553 2.2315 0.123
H -0.8644 2.3528 3.2552 0.116
H -1.5089 4.2520 4.7285 0.109
```

HOMO level   -4.90 eV
E_LUMO   2.0 eV
Energy relative to the best compared isomer or geometry (same formula, charge and spin)   35.1 kcal per mole
Kohn-Sham gap   6.927 eV
Charge   -1

3.
C37H35GaNO3 as an isolated structure, computed with ωB97M-V/def2-TZVPD.

The geometry in XYZ format:
```
77
Properties=species:S:1:pos:R:3:lowdin_charge:R:1
Ga 0.2054 -0.2733 0.9339 0.513
O 1.9278 0.0689 0.6457 -0.127
C 2.2618 1.0423 -0.3381 -0.415
C 1.4352 2.3357 -0.0950 -0.029
C -0.0421 2.2703 -0.3754 -0.203
C -0.6897 3.2121 -1.1545 0.009
C -2.0519 3.0922 -1.3743 0.007
C -2.7533 2.0348 -0.8179 0.022
C -2.0781 1.1197 -0.0338 -0.198
C -2.7468 -0.0591 0.6104 -0.037
C -2.2005 -1.4466 0.1576 -0.408
O -0.8809 -1.6422 0.6508 -0.091
C -2.2137 -1.5264 -1.3647 -0.166
C -1.1295 -2.0483 -2.0559 -0.004
C -1.1551 -2.1372 -3.4422 -0.062
C -2.2593 -1.7012 -4.1541 -0.070
C -3.3500 -1.1802 -3.4714 -0.064
C -3.3265 -1.0975 -2.0892 -0.056
C -3.0610 -2.5162 0.8234 -0.138
C -2.9898 -2.6477 2.2090 -0.030
C -3.7546 -3.5892 2.8735 -0.068
C -4.6040 -4.4230 2.1574 -0.077
C -4.6669 -4.3123 0.7795 -0.063
C -3.8978 -3.3651 0.1138 -0.009
N -0.7545 1.2723 0.1834 0.147
C 2.0695 0.4501 -1.7308 -0.154
C 2.4410 -0.8778 -1.9356 -0.015
C 2.3832 -1.4385 -3.1995 -0.069
C 1.9498 -0.6820 -4.2806 -0.085
C 1.5719 0.6352 -4.0865 -0.058
C 1.6374 1.1990 -2.8184 -0.030
C 3.7319 1.4098 -0.1417 -0.148
C 4.3534 2.2779 -1.0358 -0.026
C 5.6781 2.6395 -0.8625 -0.064
C 6.4051 2.1296 0.2053 -0.078
C 5.7979 1.2522 1.0868 -0.067
C 4.4665 0.8933 0.9147 -0.016
H 1.8560 3.1559 -0.6746 0.124
H 1.5920 2.5919 0.9584 0.146
H -0.1252 4.0251 -1.5878 0.129
H -2.5663 3.8201 -1.9864 0.126
H -3.8122 1.9132 -0.9902 0.128
H -3.8167 -0.0081 0.4173 0.135
H -2.6291 -0.0056 1.6963 0.112
H -0.2676 -2.4022 -1.5078 0.115
H -0.3064 -2.5564 -3.9630 0.100
H -2.2776 -1.7737 -5.2330 0.107
H -4.2248 -0.8498 -4.0145 0.108
H -4.2034 -0.7227 -1.5758 0.118
H -2.2992 -2.0300 2.7722 0.105
H -3.6836 -3.6811 3.9487 0.106
H -5.2011 -5.1625 2.6727 0.107
H -5.3118 -4.9684 0.2119 0.108
H -3.9500 -3.3047 -0.9640 0.112
H 2.7983 -1.4623 -1.0977 0.128
H 2.6882 -2.4661 -3.3438 0.113
H 1.9112 -1.1169 -5.2701 0.110
H 1.2352 1.2331 -4.9220 0.109
H 1.3645 2.2394 -2.7007 0.103
H 3.8080 2.6590 -1.8910 0.115
H 6.1469 3.3121 -1.5668 0.108
H 7.4414 2.4072 0.3392 0.107
H 6.3608 0.8360 1.9110 0.107
H 4.0074 0.1882 1.5920 0.100
C -0.1185 1.4247 4.8293 -0.131
C 1.3613 1.3480 4.4579 -0.131
C 1.4173 0.0601 3.6713 -0.110
O 0.1662 0.0709 2.9023 -0.170
C -0.8157 0.9246 3.5730 -0.125
H -0.4468 2.4273 5.0942 0.127
H -0.3297 0.7628 5.6693 0.126
H 2.0166 1.3261 5.3254 0.130
H 1.6523 2.1900 3.8262 0.124
H 1.3902 -0.8197 4.3150 0.144
H 2.2300 -0.0128 2.9556 0.104
H -1.6990 0.3208 3.7752 0.126
H -1.0687 1.7351 2.8877 0.126
```

HOMO level   -11.23 eV
E_LUMO   -3.1 eV
Energy relative to the best compared isomer or geometry (same formula, charge and spin)   0.1 kcal per mole
Kohn-Sham gap   8.175 eV
Charge   +1

Among the records above, which one has the highest energy relative to the best compared isomer or geometry (same formula, charge and spin)?
C37H35Cl3Ge2N3O2S2Zr

Which value of energy relative to the best compared isomer or geometry (same formula, charge and spin) does entry 3 give?
0.1 kcal per mole